A structure of composition C39H52IrN4OP2, computed with wB97M-V/def2-TZVPD.

Results
HOMO (alpha / beta) ... -0.4601 / -0.4598 hartree
E_LUMO (alpha / beta) ... -4.846 / -9.598 eV
Energy above the lowest of the compared OMol25 structures with the same formula, charge and spin ... 0.000 eV
Net charge ... +2
Spin multiplicity ... 6

XYZ file:
```
99
Properties=species:S:1:pos:R:3:forces:R:3
Ir -0.308 -1.312 -5.166 -0.359 -1.650 3.198
C -1.306 2.993 -0.855 -0.404 -0.393 0.064
C -1.724 1.806 -1.316 -0.421 0.151 0.661
C -1.672 1.332 -2.724 -0.285 0.020 -0.422
C -0.280 1.087 -3.325 0.227 -0.066 -0.424
C 0.934 1.481 -2.478 0.022 -0.773 -1.012
C 1.253 2.763 -2.379 0.301 0.301 -0.212
C 0.269 3.801 -2.788 -0.726 0.757 0.041
C -0.707 4.134 -1.614 0.760 0.556 0.170
C 0.348 -2.484 -3.688 -0.311 -0.813 1.642
H -1.442 3.214 0.211 -0.170 -0.181 -0.351
H -2.308 1.168 -0.653 0.406 0.251 -0.024
H -2.143 2.103 -3.336 -0.047 -0.013 0.104
H -2.280 0.432 -2.867 -0.040 0.120 0.225
H -0.209 -0.015 -3.615 0.157 0.700 0.542
H -0.297 1.627 -4.299 0.531 -0.339 0.579
H 1.561 0.663 -2.104 -0.054 0.466 -0.246
H 2.219 3.133 -2.028 -0.293 -0.396 0.339
H -0.337 3.470 -3.641 0.263 0.146 0.061
H 0.746 4.750 -3.075 -0.062 -0.384 0.017
H -0.162 4.718 -0.855 0.038 -0.032 -0.328
H -1.480 4.839 -1.969 0.076 -0.421 0.052
H 0.422 -1.824 -2.805 0.333 -0.813 -0.063
H 1.290 -2.975 -3.983 -0.359 0.162 0.379
H -0.482 -3.204 -3.602 0.507 -0.113 0.410
P 1.500 -1.001 -6.314 5.339 0.731 -4.440
P -1.898 -0.419 -6.248 -3.233 1.985 -3.723
N 2.854 0.105 -6.313 0.172 0.176 0.143
N 2.334 -2.369 -7.179 -0.766 0.427 0.724
N -2.014 1.221 -6.763 -0.047 0.043 -0.062
N -3.487 -0.987 -6.691 0.293 0.228 0.237
C 0.544 -0.422 -7.749 0.317 0.118 -0.453
C -0.805 -1.120 -7.626 -0.647 -0.124 -0.008
C 3.996 -0.005 -5.500 0.424 0.718 -0.395
C 5.038 0.727 -6.062 -1.038 -0.572 0.163
C 4.556 1.284 -7.294 -1.487 -0.631 0.293
C 3.228 0.891 -7.421 0.871 0.232 0.215
C 2.467 -3.669 -6.707 0.145 -0.910 -0.972
C 2.888 -4.495 -7.753 -0.319 0.954 0.705
C 3.043 -3.665 -8.911 -0.285 0.948 0.851
C 2.724 -2.370 -8.526 -0.177 -0.592 -0.284
C -2.377 2.364 -6.036 0.211 0.793 -0.833
C -2.234 3.476 -6.859 0.098 -1.242 0.386
C -1.793 3.009 -8.142 -0.078 -0.909 0.317
C -1.698 1.637 -8.067 0.180 0.789 0.065
C -4.301 -0.310 -7.629 -0.020 -0.737 -0.486
C -5.146 -1.217 -8.229 1.067 0.496 1.079
C -4.918 -2.491 -7.608 0.898 0.493 0.434
C -3.901 -2.332 -6.686 -0.465 0.012 -0.565
H 1.036 -0.717 -8.678 -0.164 0.132 0.111
H 0.473 0.672 -7.746 -0.150 -0.271 0.232
H -1.376 -1.065 -8.555 -0.154 -0.339 0.031
H -0.714 -2.200 -7.324 0.036 0.374 -0.853
H 3.936 -0.550 -4.569 0.118 -0.020 -0.105
H 6.035 0.881 -5.654 -0.401 -0.215 -0.030
H 5.099 1.900 -8.005 -0.172 -0.140 0.266
H 2.495 1.148 -8.168 0.203 -0.020 -0.061
H 2.261 -3.897 -5.673 0.003 -0.096 -0.121
H 3.073 -5.563 -7.707 -0.042 0.287 0.133
H 3.354 -3.961 -9.911 -0.037 0.099 0.418
H 2.723 -1.463 -9.123 0.163 -0.293 0.243
H -2.760 2.285 -5.029 0.073 -0.009 -0.267
H -2.392 4.509 -6.592 -0.147 -0.114 0.100
H -1.564 3.593 -9.027 -0.134 -0.084 0.276
H -1.359 0.931 -8.816 -0.318 0.327 0.145
H -4.163 0.738 -7.818 -0.027 0.039 -0.002
H -5.807 -0.976 -9.038 -0.311 -0.025 0.014
H -5.442 -3.400 -7.855 0.086 -0.078 0.178
H -3.435 -3.038 -6.015 -0.053 -0.016 -0.061
C 2.401 2.712 1.030 -0.387 0.028 0.056
C 2.895 1.429 1.699 0.399 -0.220 -0.013
C 4.050 1.754 2.651 -0.070 -0.201 0.099
C 1.772 0.648 2.358 1.102 0.330 0.309
C 1.772 0.291 3.691 0.154 0.375 -0.638
C 0.677 -0.350 4.272 -0.082 -0.228 0.337
C -0.476 -0.613 3.530 -0.148 0.204 -0.722
C -0.534 -0.300 2.188 -1.145 -0.335 0.178
C -1.813 -0.441 1.371 0.137 -0.287 -0.344
C -2.497 -1.792 1.584 0.294 -0.144 0.121
C -2.792 0.698 1.671 0.223 0.277 0.226
C 0.657 0.215 1.516 -0.060 -0.246 0.407
O 0.739 0.230 0.260 -0.176 0.250 0.863
H 1.900 3.359 1.760 0.123 -0.043 -0.101
H 1.696 2.479 0.229 -0.012 0.158 -0.008
H 3.245 3.262 0.603 -0.149 -0.128 0.053
H 3.286 0.772 0.905 -0.047 0.067 0.063
H 3.726 2.413 3.465 0.060 -0.073 -0.163
H 4.474 0.844 3.085 0.034 0.141 -0.026
H 4.842 2.265 2.096 -0.164 -0.097 0.112
H 2.644 0.529 4.303 -0.313 -0.032 -0.241
H 0.711 -0.624 5.322 0.005 0.056 -0.112
H -1.352 -1.058 4.008 0.306 0.164 -0.165
H -1.510 -0.365 0.319 -0.078 -0.076 0.174
H -2.870 -1.859 2.615 -0.051 -0.159 -0.318
H -3.340 -1.905 0.888 0.191 0.066 0.264
H -1.782 -2.604 1.405 -0.266 0.019 0.084
H -2.291 1.665 1.537 -0.276 -0.096 0.124
H -3.654 0.655 0.992 0.211 -0.048 0.228
H -3.155 0.625 2.706 0.065 0.071 -0.289
```
Positions in Å, forces in eV/Å.

Atom charges from the Löwdin analysis, given in e for atoms 1 to 5: 0.868, -0.087, -0.096, -0.179, -0.216

---

A cluster of 8 separate species, C39H52N8O14 in total, computed with wB97M-V/def2-TZVPD.

Results
HOMO ... -0.3187 hartree
E_LUMO ... -3.883 eV
Energy above the lowest of the compared OMol25 structures with the same formula, charge and spin ... 2.837 eV

XYZ file:
```
113
Properties=species:S:1:pos:R:3:forces:R:3
C -1.986 3.781 -0.725 0.314 2.256 3.943
C -0.683 3.323 -1.364 -1.423 1.604 -3.507
C -0.449 4.321 -2.644 -2.443 -2.906 -4.123
C 0.921 4.332 -3.305 -2.354 0.838 -0.520
C 1.896 4.562 -2.297 0.406 -6.585 0.112
C 1.928 3.688 -1.074 1.061 0.768 1.339
N 0.531 3.424 -0.570 0.919 -4.081 6.087
O 0.534 2.939 0.623 -0.851 2.591 -5.247
C 2.784 4.429 0.045 -4.556 3.337 -0.306
C 2.651 2.317 -1.157 2.657 2.753 -6.330
C -0.949 1.837 -1.924 8.729 3.888 -1.729
H -2.523 3.080 -0.018 1.027 0.523 -0.875
H -2.650 3.982 -1.521 -0.726 0.147 -0.917
H -1.870 4.859 -0.111 -0.126 -2.809 -1.640
H -0.837 5.295 -2.586 -0.327 1.412 1.248
H -1.222 3.969 -3.673 1.884 0.430 3.455
H 1.052 5.172 -4.058 -0.616 -1.364 0.496
H 1.131 3.370 -3.683 -0.020 -1.056 -1.316
H 1.966 5.450 -2.038 -0.051 8.569 2.856
H 2.762 4.449 -2.807 3.454 -0.822 -1.070
H 3.192 3.706 0.636 0.998 -1.395 2.168
H 2.144 5.295 0.619 1.297 -2.515 -0.994
H 3.514 5.040 -0.410 1.085 0.195 -0.908
H 3.819 2.613 -1.065 -2.450 -0.451 -1.074
H 2.436 1.861 -2.259 0.602 0.315 3.111
H 2.642 1.804 -0.303 -1.325 -2.804 3.044
H 0.116 1.535 -2.388 -2.519 -0.193 1.357
H -1.578 1.811 -2.681 -3.034 0.823 -3.648
H -1.331 1.313 -1.219 -1.649 -3.930 4.962
N 1.095 -1.262 0.578 -1.434 -0.679 -1.942
O 1.796 -2.296 0.517 0.022 0.840 0.031
O 0.668 -0.726 -0.536 0.937 -0.421 1.843
O 0.675 -0.839 1.664 0.313 0.441 0.010
C -3.509 -3.345 1.171 0.408 -4.499 -0.397
C -4.398 -4.606 1.256 7.752 0.748 -0.979
C -3.726 -5.904 1.105 -3.412 -0.453 1.111
C -2.318 -6.068 0.797 -3.014 7.767 1.595
C -1.540 -4.798 0.737 -2.503 1.008 -0.964
C -2.122 -3.409 0.822 -2.686 -5.284 1.378
N -1.737 -7.242 0.498 1.308 -4.999 -4.124
O -2.389 -8.098 -0.246 1.496 2.518 2.900
O -0.534 -7.344 0.707 -0.778 -0.322 0.352
H -3.930 -2.457 1.541 -0.643 1.291 -0.133
H -5.337 -4.382 1.603 -2.294 -0.401 0.600
H -4.525 -6.861 1.409 2.945 2.626 -1.333
H -0.539 -4.769 0.358 0.589 -0.633 0.232
H -1.545 -2.532 0.759 0.972 0.699 -0.099
C -2.077 -0.085 6.663 2.389 5.986 1.152
C -1.869 1.233 7.405 3.670 -0.682 -2.103
C -0.675 2.081 7.082 -1.658 -3.065 -3.021
C 0.155 1.731 5.848 -2.174 -3.460 -0.197
C -0.139 0.437 5.031 -3.138 3.169 4.853
C -1.387 -0.380 5.544 7.362 11.762 5.723
N 1.251 2.704 5.417 0.721 0.816 -0.730
O 1.371 3.748 6.075 -0.451 -1.792 -0.679
O 1.951 2.481 4.401 -1.833 -0.282 2.078
H -2.857 -0.623 7.005 -2.527 -1.989 0.825
H -2.535 1.505 8.235 0.481 -0.145 -0.442
H -0.469 3.046 7.521 -0.080 -0.141 0.277
H 0.320 0.183 4.091 0.344 0.008 -0.065
H -1.588 -1.035 4.992 -3.062 -10.251 -7.894
C 5.112 -1.060 0.819 -2.144 0.282 2.041
C 4.295 -0.187 1.740 10.429 3.125 -2.080
C 4.945 1.040 2.296 0.188 1.337 -0.063
C 6.423 1.444 2.027 0.068 -5.912 -1.857
C 7.314 0.295 1.245 -4.955 0.689 0.170
C 6.455 -0.866 0.590 0.938 5.354 3.864
N 7.073 2.660 2.538 -0.980 4.220 0.026
O 6.240 3.502 3.231 4.126 -3.889 -2.867
O 8.245 3.009 2.110 -4.558 -1.749 2.069
H 4.641 -2.048 0.411 0.630 2.238 0.706
H 3.376 -0.421 1.871 -6.151 -1.231 1.255
H 4.306 1.920 2.960 1.904 -2.982 -2.011
H 8.433 0.320 1.084 -1.645 0.313 0.313
H 6.890 -1.574 0.011 1.916 -1.781 -1.599
C 1.323 -4.315 -3.916 -0.585 -1.646 1.238
C 1.374 -3.236 -2.958 -0.301 2.955 -2.430
C 1.447 -1.849 -3.594 -0.109 -3.597 -2.250
C 1.470 -1.629 -5.125 -0.229 -5.734 2.310
C 1.466 -2.853 -6.036 -0.870 -0.060 9.769
C 1.323 -4.220 -5.291 0.897 7.590 -0.983
N 1.573 -0.300 -5.632 0.728 2.103 3.740
O 1.501 0.660 -4.779 -0.289 -1.978 -1.796
O 1.876 -0.142 -6.761 0.014 0.306 -2.167
H 1.216 -5.427 -3.639 0.183 1.966 0.377
H 1.248 -3.307 -1.799 0.575 0.091 -2.426
H 1.550 -1.015 -2.938 -0.205 0.508 0.255
H 1.606 -2.853 -7.018 0.272 0.376 -4.071
H 1.191 -4.945 -5.989 -0.151 -2.665 -1.243
C -4.787 0.961 0.825 5.507 -0.328 -0.879
O -4.323 1.108 -0.295 0.189 0.300 -0.225
N -4.064 0.724 1.927 2.804 0.512 3.726
C -4.722 0.631 3.346 3.178 1.934 -1.369
C -2.527 0.851 1.924 -3.909 -3.353 1.741
H -5.742 0.921 0.999 -5.955 -0.096 0.915
H -4.942 1.644 3.675 -0.756 -0.058 -0.165
H -4.102 0.258 4.195 0.304 -0.150 -1.334
H -5.477 -0.029 3.188 -2.778 -1.424 0.107
H -2.248 0.975 0.995 1.327 1.468 -4.845
H -2.112 -0.122 2.079 0.046 -1.013 0.573
H -2.023 1.439 2.596 0.290 2.115 1.762
C -4.387 -1.779 -3.190 0.822 -0.485 -2.068
O -5.058 -1.903 -4.218 -0.181 0.294 1.597
N -3.025 -2.028 -3.279 -0.572 0.454 2.970
C -2.176 -1.981 -2.043 -0.636 8.329 -6.414
C -2.437 -2.664 -4.460 -2.323 0.915 -0.565
H -4.801 -1.449 -2.184 0.664 -0.277 -0.957
H -2.493 -1.571 -1.217 -3.229 1.050 4.423
H -1.353 -1.130 -2.129 -0.946 -1.630 -0.761
H -1.712 -2.774 -2.038 4.662 -8.202 1.064
H -2.895 -2.053 -5.317 0.620 -1.702 0.783
H -2.578 -3.776 -4.463 -0.374 0.985 -0.355
H -1.402 -2.497 -4.465 1.568 0.416 0.156
```
Positions in Å, forces in eV/Å.

Atom charges from the Löwdin analysis, given in e for atoms 1 to 5: -0.027, -0.381, -0.090, -0.191, -0.192

---

| no. | largest force on an atom (eV/Å) |
| --- | --- |
| 1 | 6.98 |
| 2 | 15.01 |